Entry 1:
{"formula": "C39H33ClN9OPTl", "method": "wB97M-V/def2-TZVPD", "symbols": ["Tl", "Cl", "C", "C", "C", "C", "O", "C", "C", "N", "C", "C", "C", "C", "C", "C", "C", "C", "N", "C", "C", "H", "H", "H", "H", "H", "H", "H", "H", "H", "H", "C", "N", "C", "C", "N", "C", "P", "C", "N", "C", "C", "N", "C", "C", "N", "C", "C", "N", "C", "H", "H", "H", "H", "H", "H", "H", "H", "H", "H", "H", "H", "H", "H", "H", "C", "C", "C", "C", "N", "C", "C", "C", "C", "C", "C", "C", "H", "H", "H", "H", "H", "H", "H", "H"], "positions_angstrom": [[-0.12, 0.32, -0.31], [1.27, 7.91, 1.99], [0.83, 6.25, 1.69], [0.00, 5.60, 2.60], [-0.37, 4.31, 2.34], [0.03, 3.60, 1.16], [-0.46, 2.47, 0.93], [0.97, 4.28, 0.29], [1.62, 3.66, -0.82], [1.67, 2.41, -1.12], [2.57, 1.94, -2.03], [3.89, 2.40, -2.06], [4.86, 1.82, -2.85], [4.57, 0.74, -3.65], [3.26, 0.23, -3.67], [2.90, -0.89, -4.46], [1.59, -1.30, -4.49], [0.65, -0.59, -3.74], [0.95, 0.43, -2.96], [2.23, 0.84, -2.89], [1.30, 5.61, 0.57], [-0.34, 6.11, 3.49], [-1.03, 3.78, 3.01], [2.15, 4.38, -1.47], [4.16, 3.23, -1.42], [5.87, 2.21, -2.84], [5.33, 0.26, -4.26], [3.66, -1.39, -5.04], [1.27, -2.13, -5.11], [-0.40, -0.85, -3.77], [1.95, 6.15, -0.11], [2.95, -5.20, 0.42], [2.85, -3.83, 0.03], [3.67, -3.15, -0.81], [3.25, -1.84, -0.79], [2.19, -1.72, 0.05], [1.96, -2.91, 0.53], [0.61, -3.42, 1.62], [0.53, -1.91, 2.63], [0.61, -0.67, 2.22], [0.60, 0.11, 3.32], [0.51, -0.68, 4.44], [0.47, -1.97, 4.00], [0.43, -3.15, 4.80], [-0.73, -3.12, 0.43], [-0.57, -2.63, -0.78], [-1.79, -2.66, -1.36], [-2.70, -3.21, -0.50], [-2.01, -3.53, 0.64], [-2.51, -4.20, 1.80], [3.60, -5.73, -0.28], [3.38, -5.29, 1.42], [1.97, -5.68, 0.42], [4.46, -3.64, -1.34], [3.62, -1.00, -1.33], [0.64, 1.17, 3.21], [0.46, -0.44, 5.48], [-0.04, -2.93, 5.76], [-0.16, -3.92, 4.30], [1.43, -3.55, 4.98], [-1.93, -2.28, -2.35], [-3.75, -3.37, -0.59], [-3.41, -4.76, 1.54], [-1.74, -4.89, 2.15], [-2.75, -3.50, 2.60], [-2.73, 3.06, -3.25], [-3.81, 3.45, -2.47], [-4.10, 2.72, -1.33], [-3.32, 1.59, -1.01], [-2.27, 1.26, -1.76], [-1.98, 1.97, -2.83], [-3.62, 0.77, 0.16], [-4.92, 0.74, 0.67], [-5.20, 0.02, 1.82], [-4.17, -0.67, 2.46], [-2.90, -0.66, 1.91], [-2.58, 0.03, 0.75], [-2.48, 3.59, -4.16], [-4.40, 4.32, -2.73], [-4.90, 3.03, -0.69], [-1.11, 1.65, -3.37], [-5.72, 1.26, 0.16], [-6.20, 0.01, 2.22], [-4.39, -1.22, 3.37], [-2.12, -1.21, 2.43]], "fmax_ev_per_a": 1.10, "homo_lumo_gap_ev": 4.63, "e_tot_ev": -82941.7517, "e_homo_ev": -2.36, "charge": -1}

Entry 2:
{"formula": "C26H25N3O7", "method": "wB97M-V/def2-TZVPD", "symbols": ["C", "O", "C", "C", "C", "C", "N", "N", "C", "C", "O", "N", "C", "C", "C", "O", "C", "C", "O", "C", "C", "O", "C", "C", "C", "C", "C", "C", "C", "C", "C", "O", "C", "O", "C", "C", "H", "H", "H", "H", "H", "H", "H", "H", "H", "H", "H", "H", "H", "H", "H", "H", "H", "H", "H", "H", "H", "H", "H", "H", "H"], "positions_angstrom": [[-4.23, -3.76, -0.35], [-2.91, -4.23, -0.47], [-1.89, -3.33, -0.44], [-2.05, -1.96, -0.33], [-0.92, -1.15, -0.29], [0.34, -1.69, -0.36], [1.48, -0.84, -0.28], [1.47, 0.21, -1.08], [2.45, 1.05, -1.09], [2.29, 2.22, -2.01], [3.14, 2.58, -2.80], [1.09, 2.85, -1.91], [0.08, 2.64, -0.97], [-1.25, 2.60, -1.40], [-2.28, 2.36, -0.50], [-3.59, 2.27, -0.88], [-3.92, 2.47, -2.23], [-1.99, 2.18, 0.87], [-2.93, 1.93, 1.83], [-4.17, 2.60, 1.77], [-0.65, 2.21, 1.28], [-0.29, 2.06, 2.60], [-0.60, 0.81, 3.19], [0.37, 2.46, 0.37], [3.64, 0.85, -0.30], [4.77, 1.67, -0.36], [5.85, 1.42, 0.46], [5.82, 0.36, 1.36], [4.72, -0.46, 1.43], [3.62, -0.23, 0.60], [2.45, -1.10, 0.69], [2.28, -1.96, 1.53], [0.52, -3.07, -0.52], [1.79, -3.51, -0.69], [2.02, -4.90, -0.71], [-0.61, -3.88, -0.54], [-4.49, -3.10, -1.18], [-4.86, -4.65, -0.38], [-4.38, -3.24, 0.59], [-3.02, -1.50, -0.26], [-1.03, -0.08, -0.19], [0.91, 3.52, -2.65], [-1.46, 2.73, -2.45], [-3.46, 1.72, -2.87], [-5.01, 2.37, -2.28], [-3.64, 3.47, -2.57], [-4.85, 2.12, 1.06], [-4.05, 3.65, 1.50], [-4.59, 2.53, 2.78], [-0.04, 0.00, 2.69], [-1.67, 0.60, 3.14], [-0.28, 0.89, 4.22], [1.38, 2.52, 0.74], [4.79, 2.49, -1.07], [6.72, 2.05, 0.40], [6.67, 0.17, 1.99], [4.67, -1.29, 2.12], [3.10, -5.01, -0.78], [1.56, -5.37, -1.59], [1.66, -5.38, 0.20], [-0.54, -4.95, -0.65]], "fmax_ev_per_a": 1.15, "homo_lumo_gap_ev": 8.20, "e_tot_ev": -46168.8182, "smiles": "COc1ccc(-n2nc(C(=O)Nc3cc(OC)c(OC)c(OC)c3)c3ccccc3c2=O)c(OC)c1", "e_homo_ev": -7.94, "charge": 0}

Entry 3:
{"formula": "C7H8BrN2O3", "method": "wB97M-V/def2-TZVPD", "symbols": ["C", "C", "C", "C", "C", "C", "C", "N", "N", "O", "O", "O", "Br", "H", "H", "H", "H", "H", "H", "H", "H"], "positions_angstrom": [[1.66, -1.87, -0.45], [2.46, -0.85, -0.35], [0.15, 0.69, 0.34], [-1.93, 1.53, -0.82], [0.39, -1.97, 0.41], [-2.53, 0.16, -0.41], [-0.47, -0.65, 0.63], [1.36, 0.88, 0.75], [-0.54, 1.66, -0.28], [-2.48, 2.31, -1.51], [-1.60, -0.88, -0.10], [1.92, 2.12, 0.52], [3.90, 0.15, -0.71], [1.98, -2.83, -0.83], [-0.32, -2.62, -0.20], [0.64, -2.41, 1.31], [-3.04, 0.29, 0.61], [-3.12, -0.16, -1.31], [-0.71, -0.45, 1.66], [-0.11, 2.55, -0.50], [2.38, 2.35, 1.26]], "fmax_ev_per_a": 5.14, "homo_lumo_gap_ev": [8.36, 8.36], "e_tot_ev": -86541.6817, "e_homo_ev": [-13.87, -13.87], "charge": 1}

Entry 4:
{"formula": "C3H8FN3S", "method": "wB97M-V/def2-TZVPD", "symbols": ["C", "C", "C", "H", "H", "H", "H", "H", "H", "H", "H", "N", "N", "N", "F", "S"], "positions_angstrom": [[1.49, -0.05, 1.10], [-0.57, 0.39, -0.42], [-0.78, 1.16, -1.68], [1.13, 0.13, 2.17], [2.31, -0.98, 1.10], [2.37, 0.71, 0.81], [0.51, -2.18, -1.09], [0.18, 1.79, -1.72], [-1.45, 2.10, -1.69], [-0.61, -0.98, 1.53], [-2.38, -0.77, 1.79], [0.62, -0.25, -0.02], [-1.64, 0.28, 0.21], [-1.55, -0.34, 1.55], [-1.07, 0.24, -2.61], [1.45, -1.25, -1.03]], "fmax_ev_per_a": 6.67, "homo_lumo_gap_ev": 9.46, "e_tot_ev": -21259.1973, "e_homo_ev": -8.73, "charge": 0}